--- i ---
DFT (wB97M-V/def2-TZVPD) results for a cluster of 2 separate species, C3H9N2S in total.

Geometry as XYZ:
```
15
Properties=species:S:1:pos:R:3
C -0.96 0.79 0.12
C 2.59 0.54 0.13
C 1.78 -0.38 -0.41
N -1.03 -0.44 0.54
N 1.31 -1.46 0.37
S -2.37 1.38 -0.68
H -0.05 1.30 0.50
H 2.89 0.38 1.08
H 2.81 1.32 -0.62
H 1.28 -0.35 -1.40
H -0.13 -0.71 0.81
H 1.90 -1.84 1.13
H 1.08 -2.43 0.07
H -1.63 -1.15 0.07
H -1.90 2.72 -0.97
```

The charge is +1. As for the orbital gap: 8.21 eV.

natural (NBO) population analysis, charges in e, atoms 1 to 2:
1 C 0.03
2 C -0.46

=====

--- ii ---
DFT (wB97M-V/def2-TZVPD) results for the ion C3H9N2S with charge +1.

Geometry as XYZ:
```
15
Properties=species:S:1:pos:R:3
C -1.16 1.75 -0.11
N -1.35 0.49 -0.15
C -0.68 -0.41 0.74
C 0.42 -1.18 -0.11
N 1.46 -0.39 -0.68
S 2.45 0.70 0.15
H -0.66 2.09 0.68
H -1.67 2.30 -0.92
H -1.89 -0.04 -0.82
H -1.26 -1.23 1.13
H -0.31 0.28 1.43
H 1.05 -1.95 0.64
H -0.16 -1.87 -0.72
H 1.21 -0.21 -1.65
H 3.21 -0.32 0.90
```

Its SMILES is C=[NH+]CCNS. The charge is +1. As for the orbital gap: 7.11 eV.

natural (NBO) population analysis, charges in e, atoms 1 to 2:
1 C 0.13
2 N -0.36

=====

Energies relative to the minimum, kcal/mol: i 0.0; ii 11.2

=====

--- i ---
DFT (wB97M-V/def2-TZVPD) results for an isolated molecule of C3H3N3OS.

Geometry as XYZ:
```
11
Properties=species:S:1:pos:R:3
N 1.21 -2.10 0.08
C 0.46 -0.89 -0.41
C -0.74 -1.08 -1.12
O -1.57 -0.02 -1.47
N -1.24 1.29 -1.21
N -0.48 1.46 -0.20
C 0.42 0.44 0.29
S 0.91 0.73 1.80
H 1.10 -1.95 1.16
H 0.69 -3.02 -0.08
H -1.07 -1.92 -1.49
```

Its SMILES is Nc1connc1=S. As for the orbital gap: 7.86 eV.

natural (NBO) population analysis, charges in e, atoms 1 to 2:
1 N -0.81
2 C 0.06

=====

--- ii ---
DFT (wB97M-V/def2-TZVPD) results for an isolated molecule of C3H3N3OS.

Geometry as XYZ:
```
11
Properties=species:S:1:pos:R:3
H -1.12 1.38 1.86
N -0.71 1.40 0.92
C -0.32 0.23 0.61
N -0.44 -0.89 1.46
C 0.02 -1.94 0.91
S 0.71 -1.85 -0.70
C 0.33 -0.11 -0.69
N 0.62 0.58 -1.71
O 0.29 1.88 -1.61
H 0.03 -2.92 1.41
H 0.59 2.24 -2.47
```

Its SMILES is [H]/N=C1\N=CS\C1=N\O. As for the orbital gap: 8.82 eV.

natural (NBO) population analysis, charges in e, atoms 1 to 2:
1 H 0.35
2 N -0.55

=====

Energies relative to the minimum, kcal/mol: i 57.7; ii 0.0